The following is a DFT calculation (wB97M-V/def2-TZVPD) of a cluster of 2 separate species, C13H19N in total in a non-equilibrium geometry.

Computed properties:
LUMO energy = 0.92 eV
HOMO level = -0.2909 Eh
SMILES = Cc1c[nH]c2ccccc12.CC(C)C
Frontier orbital gap = 8.838 eV
Energy above the lowest of the compared OMol25 structures with the same formula, charge and spin = 47.5 kJ/mol

```
! wB97M-V def2-TZVPD RIJCOSX def2/J DEFGRID3
* xyz 0 1
C -0.3130 2.2965 -2.0546
C 0.9595 1.5366 -1.9440
C 2.2176 2.0439 -2.0855
N 3.1773 1.0323 -1.8708
C 2.4819 -0.1140 -1.5424
C 3.0057 -1.3324 -1.0970
C 2.0775 -2.2915 -0.6917
C 0.6826 -2.0834 -0.7833
C 0.2234 -0.8693 -1.2672
C 1.1135 0.1427 -1.5840
H -1.1657 1.6713 -2.3085
H -0.1777 3.0174 -2.8578
H -0.5381 2.7279 -1.0787
H 2.4841 3.0798 -2.2070
H 4.1068 1.1178 -1.5341
H 4.0432 -1.5948 -1.0051
H 2.4394 -3.2002 -0.2287
H 0.0027 -2.8330 -0.4072
H -0.8411 -0.6840 -1.3748
C -3.2448 -0.7659 1.8812
C -1.7578 -0.4687 1.6451
C -1.5287 1.0513 1.4594
C -0.8902 -0.9022 2.8554
H -3.7249 -0.0264 2.5194
H -3.4235 -1.7267 2.3694
H -3.7313 -0.8594 0.9064
H -1.4026 -0.9870 0.7627
H -1.3260 1.5068 2.4247
H -0.6522 1.1501 0.8166
H -2.3606 1.4768 0.8961
H -0.5810 -1.9521 2.7776
H 0.0639 -0.3733 2.8112
H -1.4200 -0.7869 3.7972
*
```

The following is a DFT calculation (wB97M-V/def2-TZVPD) of an isolated molecule of C13H19N in a non-equilibrium geometry.

Computed properties:
LUMO energy = 0.92 eV
HOMO level = -0.3242 Eh
SMILES = C[C@@H]1CCCC[C@]1(N)c1ccccc1
Frontier orbital gap = 9.745 eV
Energy above the lowest of the compared OMol25 structures with the same formula, charge and spin = 197.7 kJ/mol

```
! wB97M-V def2-TZVPD RIJCOSX def2/J DEFGRID3
* xyz 0 1
C 1.0345 -1.3483 -1.2763
C -0.2125 -1.4612 -0.3122
C -1.2879 -2.0656 -1.1705
C -1.9155 -0.9921 -2.0491
C -2.4054 0.2792 -1.3400
C -1.2202 0.8811 -0.7153
C -0.6434 -0.0506 0.3152
N -1.6532 -0.1538 1.3945
C 0.5953 0.6484 0.9131
C 1.0541 1.9674 0.5789
C 2.1839 2.5625 1.1171
C 3.0451 1.8829 1.9470
C 2.5628 0.6312 2.4329
C 1.4034 0.0351 1.8692
H 1.5280 -2.4465 -1.2803
H 1.8377 -0.6426 -0.8884
H 0.6283 -1.1119 -2.3351
H 0.1000 -2.1394 0.5639
H -2.0364 -2.6099 -0.4317
H -1.0288 -2.9238 -1.8145
H -2.6978 -1.6668 -2.4273
H -1.3012 -0.6810 -2.9197
H -3.2216 0.0332 -0.6662
H -2.8012 0.8796 -2.0698
H -0.4734 1.1919 -1.4470
H -1.4729 1.9169 -0.3497
H -1.7694 0.6239 2.0139
H -1.1900 -0.8621 1.9802
H 0.7169 2.6301 -0.2600
H 2.5317 3.5680 0.7265
H 3.9398 2.3650 2.4161
H 3.0541 0.0317 3.1476
H 1.1153 -0.9725 2.3370
*
```

The following is a DFT calculation (wB97M-V/def2-TZVPD) of a structure of composition C13H19N5S2Sn.

Computed properties:
LUMO energy = -5.85 eV
HOMO level = -0.5216 Eh
Frontier orbital gap = 8.344 eV

```
! wB97M-V def2-TZVPD RIJCOSX def2/J DEFGRID3
* xyz 2 1
Sn -0.1735 -0.0133 0.6227
C 5.4802 0.4883 -0.9087
N 4.0376 0.3843 -1.1631
C 3.0932 -0.2470 -0.4879
S 1.5355 -0.2772 -1.2951
N 3.2639 -0.8529 0.6777
C 4.4313 -0.8690 1.5693
H 5.9034 1.0642 -1.7258
H 5.9485 -0.4924 -0.9079
H 5.6865 1.0116 0.0199
H 3.7047 0.8298 -2.0048
H 2.4578 -1.3550 1.0082
H 5.2897 -1.3340 1.0951
H 4.1604 -1.4648 2.4358
H 4.6800 0.1332 1.9086
N -0.2893 -3.0301 -1.5045
C -1.2366 -3.0031 -0.5506
C -2.1740 -4.0534 -0.4618
C -3.1350 -4.0299 0.5066
C -3.1863 -2.9587 1.4108
C -2.2614 -1.9721 1.2730
N -1.2926 -1.9634 0.3107
H -0.2400 -3.8169 -2.1275
H 0.4844 -2.3876 -1.5025
H -2.1069 -4.8709 -1.1662
H -3.8487 -4.8396 0.5789
H -3.9264 -2.9089 2.1944
H -2.2703 -1.1253 1.9521
S -1.7049 0.9807 -1.1639
C -2.2581 2.4858 -0.4771
N -3.2273 3.0880 -1.2130
C -3.8176 4.2600 -0.9048
C -3.4480 4.9291 0.2279
C -2.4543 4.3568 1.0233
C -1.8649 3.1565 0.6777
H -3.5247 2.6120 -2.0580
H -4.5729 4.6097 -1.5934
H -3.9154 5.8670 0.4851
H -2.1349 4.8612 1.9257
H -1.0928 2.7476 1.3129
*
```

The following is a DFT calculation (wB97M-V/def2-TZVPD) of a structure of composition C13H19OP in a non-equilibrium geometry.

Computed properties:
LUMO energy = 0.73 eV
HOMO level = -0.3277 Eh
Frontier orbital gap = 9.651 eV
Energy above the lowest of the compared OMol25 structures with the same formula, charge and spin = 204.9 kJ/mol

```
! wB97M-V def2-TZVPD RIJCOSX def2/J DEFGRID3
* xyz 0 1
C 4.2578 -1.0500 0.0464
C 3.3296 -1.0694 1.1258
C 3.8608 -0.7180 -1.1899
C 1.9885 -0.9428 0.8742
C 2.4768 -0.4747 -1.4521
C 1.6285 -0.5756 -0.3995
C -2.1068 -2.1844 -1.0345
C -1.3754 -1.7815 -0.0261
C -3.1601 -3.2140 -1.0660
C 0.4398 2.7264 -0.5576
C -1.8699 1.9899 -0.1144
C -0.1389 1.8243 1.5944
C -0.4230 1.6685 0.1539
O -0.2508 0.2936 -2.1521
P -0.0151 0.0282 -0.7429
H 5.3006 -1.0383 0.4567
H 3.7479 -1.5467 2.0434
H 4.5749 -0.7918 -1.9798
H 1.2915 -0.7991 1.6604
H 2.0283 -0.4723 -2.4455
H -2.1740 -1.4543 -1.9246
H -1.4242 -2.1251 0.9438
H -4.1876 -2.8249 -1.2844
H -3.3672 -3.7621 -0.0122
H -2.8882 -3.9096 -1.8069
H 1.2487 2.3223 -1.0671
H -0.1019 3.3578 -1.4822
H 0.8759 3.3746 0.2524
H -2.5099 1.2358 0.4182
H -2.0358 1.7761 -1.2427
H -1.9906 3.0732 0.0504
H 0.9662 1.6976 1.7781
H -0.3722 2.8048 2.1060
H -0.6056 1.1749 2.2493
*
```

The following is a DFT calculation (wB97M-V/def2-TZVPD) of a cluster of 2 separate species, C13H20BN5O3 in total in a non-equilibrium geometry.

Computed properties:
LUMO energy = -0.95 eV
HOMO level = -0.1743 Eh
Frontier orbital gap = 3.794 eV

```
! wB97M-V def2-TZVPD RIJCOSX def2/J DEFGRID3
* xyz 0 1
C 3.0837 -3.3681 2.0950
C 2.6906 -3.6568 0.8275
C 1.2277 -3.4253 0.3223
C 0.8815 -1.9550 0.0377
N 0.0450 -1.1785 0.8155
C -0.0015 0.0778 0.2425
N -0.7100 1.0794 0.7565
C -0.8825 2.4046 0.2475
C 0.1399 3.4756 0.3356
C -0.2450 4.7667 -0.2031
N -1.3867 5.1547 -0.8149
C -2.3455 4.1950 -0.9119
C -2.1211 2.8610 -0.3824
N 0.7715 0.1173 -0.9033
C 1.1397 1.1357 -1.8971
B 2.6237 1.7174 -1.5614
O 3.6230 0.7297 -1.2954
O 2.9617 3.0762 -1.5663
N 1.2842 -1.1291 -0.9789
H 4.1582 -3.5253 2.3395
H 2.3788 -3.0075 2.8798
H 3.4621 -4.1080 0.1533
H 0.5431 -3.7618 1.1497
H 1.0317 -4.1048 -0.5518
H -1.2083 0.8649 1.6299
H 1.1348 3.2763 0.8003
H 0.5308 5.5708 -0.0938
H -3.3314 4.4337 -1.3810
H -2.9626 2.1220 -0.4614
H 1.2621 0.5934 -2.8853
H 0.3769 1.9259 -2.0780
H 3.9317 0.8311 -0.3770
H 3.4727 3.2389 -0.7485
H 1.9327 -1.4012 -1.7189
C -3.9621 -3.0595 0.6212
C -3.4133 -1.6496 0.9328
O -4.4313 -0.7859 0.9292
H -4.4408 -3.0977 -0.3615
H -3.1396 -3.7955 0.6157
H -4.6860 -3.3849 1.3729
H -2.5890 -1.4864 0.1862
H -2.8312 -1.7671 1.8813
*
```

The following is a DFT calculation (wB97M-V/def2-TZVPD) of a structure of composition C13H20Br2KO9S2.

Computed properties:
LUMO energy = 1.97 eV
HOMO level = -0.2118 Eh
Frontier orbital gap = 7.734 eV
Energy above the lowest of the compared OMol25 structures with the same formula, charge and spin = 26.6 kJ/mol

```
! wB97M-V def2-TZVPD RIJCOSX def2/J DEFGRID3
* xyz -1 1
K -0.3631 -0.6160 -0.6281
C -3.3513 -1.4530 0.3258
O -2.4409 -2.3922 -0.2468
C -1.7786 -3.1549 0.7330
C -0.8462 -4.1246 0.0427
O 0.1649 -3.4496 -0.6923
C 1.5080 -3.7289 -0.3385
C 2.0459 -2.7375 0.6807
O 2.0839 -1.4318 0.1540
C 3.2998 -1.0641 -0.4610
H -4.1966 -1.9754 0.7876
H -3.7078 -0.8193 -0.4829
H -2.8658 -0.8114 1.0652
H -2.5024 -3.7238 1.3358
H -1.2214 -2.5035 1.4230
H -1.4257 -4.7280 -0.6624
H -0.4060 -4.7924 0.7910
H 2.0904 -3.6565 -1.2603
H 1.6046 -4.7508 0.0482
H 3.0410 -3.0531 1.0218
H 1.3870 -2.7042 1.5531
H 4.1171 -1.0683 0.2694
H 3.1568 -0.0570 -0.8477
H 3.5576 -1.7341 -1.2899
O -2.5433 1.5147 1.4119
S -1.2508 1.5754 2.0670
O -1.3267 1.7131 3.5117
O -0.3358 0.5019 1.6604
C -0.4543 3.1151 1.5112
C -0.2734 4.0459 2.5332
C 0.3116 5.2806 2.3093
C 0.7323 5.6120 1.0353
C 0.5557 4.7052 0.0048
C -0.0310 3.4571 0.2143
S -0.0919 2.4705 -1.3030
O 0.0256 3.4388 -2.3779
O -1.3451 1.7262 -1.3285
O 1.0621 1.5593 -1.2285
H -0.6084 3.7608 3.5195
H 0.4326 5.9750 3.1323
H 1.1912 6.5720 0.8303
H 0.8615 4.9563 -0.9998
Br -1.5690 -1.1768 -3.8376
C 0.0219 -0.1047 -4.0000
Br 1.6254 -1.1581 -3.7755
H 0.0184 0.6538 -3.2248
H 0.0403 0.3362 -4.9869
*
```